1.
Formula: C32H70I2N11O12
Source: the OMol25 dataset
Level of theory: ωB97M-V with the def2-TZVPD basis set

Calculated values
**Relative energy (zero: lowest compared OMol25 entry of this formula, charge and spin)**: 0.000 eV
**Net charge**: +1
**Multiplicity**: 1
**LUMO level**: -2.275 eV
**E_HOMO**: -11.6561 eV

Last column: Mulliken charge in e.
Cartesian coordinates (Å):
C 3.48 -2.87 0.09  -0.95
C 5.00 -2.79 -0.05  -0.53
C 5.67 -1.77 0.89  -0.86
C 6.40 -0.67 0.14  -1.20
C 5.45 0.27 -0.64  1.02
C 5.53 1.71 -0.14  -1.08
C 4.62 2.67 -0.90  -0.61
C 3.18 2.71 -0.34  0.86
C 2.44 4.03 -0.60  -1.47
C 1.04 3.78 -1.21  -0.59
C 1.14 3.45 -2.70  0.00
C 0.05 2.50 -3.21  -0.45
C 0.49 1.04 -3.33  -0.98
C 0.46 0.22 -2.03  0.67
C -0.88 0.20 -1.40  -0.56
N -1.20 0.96 -0.36  -0.22
C -2.50 0.72 -0.11  0.22
N -3.22 1.24 0.91  0.45
N -2.60 2.11 1.83  -0.71
C -1.99 1.49 3.03  -0.82
C -2.92 1.49 4.24  -0.19
C -4.24 0.73 4.03  -0.04
C -5.41 1.60 3.53  -1.24
N -3.00 -0.17 -1.00  0.31
C -4.37 -0.67 -1.08  -1.19
C -5.34 0.38 -1.63  -0.63
C -5.53 0.27 -3.14  -0.99
I -6.13 2.13 -4.00  0.09
N -1.93 -0.53 -1.83  0.71
C -2.03 -1.56 -2.87  -1.17
C -2.09 -2.98 -2.35  -0.05
C -2.58 -3.95 -3.43  -1.40
I -0.21 -3.63 -1.57  0.21
H 3.05 -1.87 0.19  0.21
H 3.02 -3.34 -0.78  0.18
H 3.19 -3.43 0.98  0.36
H 5.41 -3.78 0.16  0.43
H 5.25 -2.57 -1.09  0.36
H 6.36 -2.29 1.55  0.42
H 4.90 -1.33 1.53  0.38
H 6.97 -0.07 0.85  0.47
H 7.14 -1.12 -0.53  0.42
H 4.43 -0.08 -0.48  -0.43
H 5.68 0.26 -1.70  0.00
H 6.57 2.06 -0.20  0.39
H 5.26 1.72 0.92  0.33
H 5.02 3.68 -0.93  0.59
H 4.52 2.33 -1.94  -0.03
H 3.19 2.45 0.72  0.75
H 2.62 1.93 -0.85  -0.95
H 3.01 4.58 -1.35  0.44
H 2.36 4.62 0.30  0.43
H 0.45 4.69 -1.07  0.50
H 0.56 2.97 -0.67  0.08
H 2.13 3.02 -2.92  -0.01
H 1.07 4.39 -3.25  0.20
H -0.84 2.61 -2.58  0.26
H -0.25 2.82 -4.21  0.20
H 1.49 0.98 -3.75  0.57
H -0.16 0.54 -4.05  0.52
H 0.82 -0.78 -2.22  0.22
H 1.12 0.66 -1.28  -0.55
H -4.18 0.98 1.05  0.02
H -3.33 2.74 2.12  0.32
H -1.05 1.99 3.25  0.39
H -1.72 0.46 2.78  0.29
H -3.12 2.51 4.56  -0.09
H -2.38 0.98 5.04  0.44
H -4.54 0.28 4.97  0.37
H -4.08 -0.10 3.34  0.11
H -5.36 2.58 3.99  0.28
H -5.38 1.76 2.45  0.22
H -6.37 1.16 3.78  0.38
H -4.38 -1.57 -1.69  0.65
H -4.65 -0.94 -0.06  0.30
H -6.31 0.25 -1.15  0.45
H -4.99 1.38 -1.38  0.54
H -4.61 0.01 -3.65  0.30
H -6.31 -0.43 -3.40  0.47
H -2.95 -1.38 -3.41  0.03
H -1.16 -1.40 -3.50  0.40
H -2.76 -3.02 -1.49  0.61
H -3.37 -3.49 -4.02  0.38
H -2.95 -4.86 -2.97  0.41
H -1.76 -4.24 -4.09  0.41
C 6.65 1.99 -5.77  -0.79
N 6.34 1.68 -4.35  0.80
O 7.25 1.65 -3.55  -0.49
O 5.18 1.47 -4.07  -0.45
H 7.72 2.15 -5.85  0.31
H 6.32 1.14 -6.36  0.28
H 6.09 2.88 -6.03  0.31
C -0.32 5.26 -6.23  -0.60
N 1.14 5.44 -6.51  0.93
O 1.67 4.67 -7.27  -0.54
O 1.69 6.35 -5.93  -0.52
H -0.67 4.41 -6.81  0.30
H -0.42 5.08 -5.16  0.15
H -0.83 6.17 -6.52  0.31
C -0.36 -7.01 0.67  -0.64
N 0.54 -7.90 1.44  0.95
O 1.71 -7.61 1.53  -0.53
O 0.01 -8.85 1.96  -0.56
H 0.22 -6.19 0.27  0.14
H -0.81 -7.60 -0.12  0.32
H -1.12 -6.66 1.36  0.28
C -3.70 -3.55 6.18  -0.79
N -3.23 -2.47 5.25  0.96
O -3.33 -2.66 4.05  -0.54
O -2.77 -1.49 5.76  -0.53
H -4.08 -4.37 5.59  0.29
H -2.85 -3.84 6.78  0.29
H -4.47 -3.11 6.81  0.32
C -1.01 5.65 5.83  -0.75
N -2.08 4.69 6.22  0.87
O -1.83 3.87 7.08  -0.51
O -3.14 4.79 5.65  -0.52
H -0.13 5.43 6.43  0.31
H -0.82 5.51 4.77  0.29
H -1.39 6.65 6.02  0.30
C -0.38 -7.33 4.87  -0.55
N -1.65 -6.57 4.92  0.89
O -1.58 -5.36 4.94  -0.52
O -2.68 -7.21 4.91  -0.53
H 0.44 -6.62 4.88  0.31
H -0.34 -7.99 5.74  0.31
H -0.40 -7.90 3.96  0.10

---

2.
Formula: C2H6N2S
Source: the OMol25 dataset
Level of theory: ωB97M-V with the def2-TZVPD basis set

Calculated values
**Relative energy (zero: lowest compared OMol25 entry of this formula, charge and spin)**: 2.465 eV
**Multiplicity**: 1
**LUMO level**: 0.747 eV
**E_HOMO**: -8.9204 eV
**Structure (SMILES)**: [H]/N=N/CSC

Last column: Mulliken charge in e.
Cartesian coordinates (Å):
C 1.45 -1.04 0.33  -0.76
C -0.24 1.08 -0.64  -0.40
N -2.18 -0.05 -0.17  -0.49
N -1.25 0.54 0.40  0.01
S 1.45 0.81 0.13  -0.08
H 2.35 -1.55 -0.01  0.30
H 0.50 -1.42 0.07  0.27
H 1.52 -1.09 1.39  0.26
H -0.22 2.21 -0.44  0.23
H -0.62 0.96 -1.64  0.42
H -2.76 -0.43 0.57  0.25

---

3.
Formula: C12H13Cl2ErNO3Tl
Source: the OMol25 dataset
Level of theory: ωB97M-V with the def2-TZVPD basis set

Calculated values
**Net charge**: +4
**Multiplicity**: 4
**LUMO level (spin up / spin down)**: -16.847 / -16.829 eV
**E_HOMO (spin up / spin down)**: -23.4248 / -23.4266 eV

Last column: Mulliken spin population.
Cartesian coordinates (Å):
Er 2.60 -0.74 -3.82  3.04
Tl 0.31 -2.66 0.28  0.00
Cl 2.14 0.11 -6.01  -0.03
Cl 2.67 -3.03 -0.40  -0.01
C 2.32 -1.12 1.77  0.00
C 1.00 -2.50 -3.67  -0.01
C 3.19 -2.92 -4.39  -0.01
O 3.39 -0.93 2.17  0.00
O 0.45 -3.50 -4.00  0.00
O 3.18 -4.08 -4.51  0.00
C -2.77 0.64 1.48  0.00
N -1.65 0.95 2.39  0.00
C -2.11 0.70 3.77  0.00
C -0.37 0.24 2.00  0.00
C -0.04 0.62 0.57  0.00
C 0.27 1.97 0.31  0.00
C 0.45 2.39 -1.02  0.00
C 0.44 1.44 -2.06  0.00
C 0.26 0.08 -1.79  0.00
C 0.08 -0.25 -0.47  0.01
H -2.94 -0.43 1.41  0.00
H -2.63 1.06 0.48  0.00
H -3.66 1.08 1.90  0.00
H -1.45 1.95 2.27  0.00
H -2.24 -0.38 3.92  0.00
H -1.36 1.08 4.48  0.00
H -3.05 1.22 3.92  0.00
H 0.41 0.56 2.72  0.00
H -0.52 -0.85 2.13  0.00
H 0.30 2.69 1.12  0.00
H 0.63 3.46 -1.24  0.00
H 0.56 1.77 -3.11  0.00
H 0.15 -0.64 -2.60  0.00

---

4.
Formula: C2H6FN
Source: the OMol25 dataset
Level of theory: ωB97M-V with the def2-TZVPD basis set

Calculated values
**Relative energy (zero: lowest compared OMol25 entry of this formula, charge and spin)**: 4.376 eV
**Multiplicity**: 1
**LUMO level (spin up / spin down)**: -0.585 / -0.270 eV
**E_HOMO (spin up / spin down)**: -10.0240 / -9.8517 eV

Last column: Mulliken charge in e.
Cartesian coordinates (Å):
C -1.09 0.53 0.10  -0.71
C 1.07 -0.45 0.33  -0.03
N -0.27 -0.63 0.05  -0.39
F 1.65 0.71 -0.14  -0.30
H -0.71 1.37 -0.49  0.29
H -2.09 0.28 -0.22  0.28
H -1.13 0.88 1.14  0.33
H 1.67 -1.28 -0.05  0.25
H 1.19 -0.40 1.43  0.25
H -0.30 -1.01 -2.15  0.03

---

5.
Formula: H11O5S
Source: the OMol25 dataset
Level of theory: ωB97M-V with the def2-TZVPD basis set

Calculated values
**Relative energy (zero: lowest compared OMol25 entry of this formula, charge and spin)**: 0.262 eV
**Net charge**: -1
**Multiplicity**: 1
**LUMO level**: 3.770 eV
**E_HOMO**: -4.1291 eV

Last column: Mulliken charge in e.
Cartesian coordinates (Å):
S 2.08 -0.05 -0.73  -0.79
H 1.99 -1.16 -1.48  -0.02
H 0.03 -1.96 -0.07  0.26
H -0.24 -1.61 1.38  0.40
O -0.69 -1.73 0.53  -0.71
H -1.47 -0.05 0.08  0.41
H -1.71 0.66 -1.26  0.37
O -2.02 0.64 -0.34  -0.72
H 0.31 0.34 -2.18  0.26
H -0.67 -0.73 -2.68  0.32
O -0.43 0.19 -2.82  -0.69
H -0.82 1.75 0.84  0.43
H 0.68 1.75 0.64  0.27
O -0.01 2.14 1.20  -0.74
H 1.61 -0.35 1.91  0.28
H 0.53 0.55 2.49  0.37
O 0.83 -0.37 2.48  -0.70

---

6.
Formula: C3H16HgO6
Source: the OMol25 dataset
Level of theory: ωB97M-V with the def2-TZVPD basis set

Calculated values
**Net charge**: +1
**Multiplicity**: 2
**LUMO level (spin up / spin down)**: -3.698 / -6.543 eV
**E_HOMO (spin up / spin down)**: -10.6247 / -10.6254 eV

Last column: Mulliken spin population.
Cartesian coordinates (Å):
Hg 0.07 0.27 0.47  0.02
C -1.37 -2.89 -2.05  0.12
C -2.10 -1.82 -1.23  -0.01
O -1.40 -1.46 -0.12  0.83
H -1.87 -3.18 -2.97  0.00
H -1.08 -3.66 -1.33  0.00
H -0.37 -2.56 -2.36  0.00
H -3.12 -2.11 -1.01  0.00
H -2.19 -0.95 -1.88  0.04
C 2.74 2.42 1.16  0.00
O 1.42 2.20 0.75  0.00
H 3.10 3.45 1.25  0.00
H 2.91 2.00 2.15  0.00
H 3.37 1.84 0.49  0.00
O -0.60 1.42 -1.43  0.00
H -0.76 2.36 -1.47  0.00
H -0.58 1.14 -2.35  0.00
O 1.97 -0.61 -0.60  0.00
H 2.90 -0.40 -0.61  0.00
H 1.87 -1.28 -1.29  0.00
O 0.17 -0.51 2.63  0.00
H -0.25 -1.25 3.09  0.00
H 0.42 0.09 3.33  0.00
O -1.52 1.54 1.69  0.00
H -1.58 1.94 2.55  0.00
H -2.15 2.02 1.15  0.00

---

7.
Formula: C6H11NO
Source: the OMol25 dataset
Level of theory: ωB97M-V with the def2-TZVPD basis set

Calculated values
**Relative energy (zero: lowest compared OMol25 entry of this formula, charge and spin)**: 5.405 eV
**Multiplicity**: 1
**LUMO level (spin up / spin down)**: 0.687 / 0.687 eV
**E_HOMO (spin up / spin down)**: -8.5764 / -8.5769 eV
**Structure (SMILES)**: C/C=C(C)\[N+]([O-])=C\C

Last column: Mulliken charge in e.
Cartesian coordinates (Å):
C 1.50 -1.09 -0.05  -0.43
C -1.55 0.35 0.17  0.07
C 0.80 -0.03 -0.41  0.39
C 1.56 -1.84 1.24  -1.16
C -2.48 1.18 0.99  -0.98
C 0.97 0.58 -1.78  -0.95
N -0.27 0.41 0.36  0.32
O 0.20 1.48 1.41  -0.62
H 2.26 -1.31 -0.74  0.29
H -1.94 -0.27 -0.73  0.33
H 1.49 -2.98 1.17  0.29
H 1.01 -1.47 2.14  0.32
H 2.56 -1.75 1.61  0.33
H -2.08 1.44 2.05  0.28
H -3.63 1.11 0.91  0.32
H -2.44 2.25 0.73  0.28
H 0.02 0.68 -2.26  0.35
H 1.71 -0.15 -2.23  0.33
H 1.48 1.58 -1.70  0.23

---

8.
Formula: ClH3N2S
Source: the OMol25 dataset
Level of theory: ωB97M-V with the def2-TZVPD basis set

Calculated values
**Relative energy (zero: lowest compared OMol25 entry of this formula, charge and spin)**: 0.668 eV
**Multiplicity**: 1
**LUMO level**: -0.287 eV
**E_HOMO**: -9.6289 eV

Last column: Mulliken charge in e.
Cartesian coordinates (Å):
N 0.03 -1.42 0.34  -0.54
N -0.39 0.91 -0.47  -0.41
S 0.71 -0.42 -0.67  0.44
Cl 2.72 0.08 0.16  -0.29
H 0.30 -2.53 -0.03  0.27
H -1.11 0.56 0.12  0.28
H -0.27 1.92 -0.40  0.26

---

Taking the records one at a time from the top gives E_tot values of -3361.0542 -587.4134 -2851.7204 -234.2505 -781.0778 -728.3373 -365.0328 -969.6101 a.u..